DFT (ωB97M-V/def2-TZVPD) results for the ion CH7BO3P with charge -1.

```
! RIJCOSX wB97M-V def2-TZVPD def2/J DEFGRID3
* xyz -1 1
B 1.721 -0.147 0.319
C 0.466 0.303 -0.709
P -1.165 0.083 -0.099
O -2.274 0.455 -1.030
O -1.332 0.877 1.297
O -1.290 -1.437 0.427
H 2.323 -1.101 -0.166
H 1.316 -0.416 1.445
H 2.494 0.807 0.431
H 0.497 -0.329 -1.608
H 0.558 1.335 -1.061
H -1.965 1.573 1.100
H -1.349 -2.002 -0.348
*
```

Calculated values
* frontier orbital gap: 8.57 eV
* HOMO: -0.1794 hartree
* strongest force on any atom: 0.0135 Eh/bohr
* electronic energy: -17261.738 eV